Record 1
Here is C5H11NOS in the gas phase from the Open Molecules 2025 dataset. Energies are from ωB97M-V/def2-TZVPD.

Frontier orbital gap: 10.16 eV
Structure (SMILES): CCC(=O)NCCS

```
! RIJCOSX wB97M-V def2-TZVPD def2/J DEFGRID3
* xyz 0 1
C -2.1580 0.9582 -1.4949
C -1.3463 -0.1508 -0.8218
C -1.1007 0.1378 0.6551
O -1.8276 0.8646 1.3016
N -0.0947 -0.5664 1.2607
C 1.0254 -1.1986 0.6109
C 2.1253 -0.2125 0.1809
S 3.0292 0.3139 1.6753
H -2.3015 1.8364 -0.8729
H -1.7387 1.2513 -2.4549
H -3.1703 0.6186 -1.7353
H -0.4332 -0.3268 -1.3790
H -1.9437 -1.0595 -0.7516
H 0.0147 -0.3684 2.2501
H 0.7299 -1.7702 -0.2651
H 1.4523 -1.9227 1.3008
H 1.6674 0.6762 -0.2512
H 2.7904 -0.6671 -0.5532
H 3.2800 1.5861 1.3445
*
```

Löwdin atomic charge list, values in e, 4 entries: number 1, C, carries -0.0914; number 2, C, carries -0.1524; number 3, C, carries -0.5000; number 4, O, carries 0.0579

Record 2
Here is C5H11NOS in the gas phase at a distorted geometry from the Open Molecules 2025 dataset. Energies are from ωB97M-V/def2-TZVPD.

Frontier orbital gap: 9.78 eV
Structure (SMILES): CCC(=O)NCCS

```
! RIJCOSX wB97M-V def2-TZVPD def2/J DEFGRID3
* xyz 0 1
C 0.4364 -0.7050 -2.8062
C 0.3114 0.1451 -1.4790
C 1.1616 -0.3559 -0.3514
O 1.8694 -1.3333 -0.2197
N 1.0289 0.3867 0.8434
C -0.1106 1.2064 1.2370
C -1.2481 0.2659 1.7419
S -0.8251 -1.3526 2.4198
H 1.3527 -1.3432 -2.6812
H -0.3861 -1.4090 -2.9203
H 0.6703 -0.0496 -3.6010
H -0.7844 0.1460 -1.2824
H 0.7151 1.1450 -1.7357
H 1.6641 0.0595 1.5430
H -0.4145 1.9158 0.4646
H 0.1692 1.9397 1.9727
H -2.0471 0.0849 0.9133
H -1.9928 0.6898 2.4221
H -1.5704 -1.4362 3.5192
*
```

Löwdin atomic charge list, values in e, 4 entries: number 1, C, carries -0.0772; number 2, C, carries -0.1487; number 3, C, carries -0.4858; number 4, O, carries 0.0589

Record 3
Here is C5H11NOS2 in the gas phase at a distorted geometry from the Open Molecules 2025 dataset. Energies are from ωB97M-V/def2-TZVPD.

Frontier orbital gap: 8.49 eV
Structure (SMILES): C=[S@@]1(=O)C[C@@H](N)CCS1

```
! RIJCOSX wB97M-V def2-TZVPD def2/J DEFGRID3
* xyz 0 1
C -2.6532 1.7025 0.5591
S -1.7216 0.4843 0.0204
O -1.6743 0.5156 -1.4386
C 0.3375 0.9998 0.6859
C 1.2092 0.3018 -0.3131
N 2.5578 0.6934 -0.0486
C 1.0440 -1.3134 -0.0944
C -0.3284 -1.9142 -0.6280
S -1.6480 -1.5747 0.5829
H -3.4966 1.5604 -0.1674
H -2.7236 1.6336 1.6576
H 0.3466 0.2723 1.4949
H 0.3474 2.0348 1.0436
H 0.8053 0.5446 -1.2524
H 2.5500 1.2652 0.7352
H 2.9888 1.0146 -0.8481
H 1.2123 -1.5435 0.9274
H 1.7502 -1.9390 -0.6731
H -0.7750 -1.6613 -1.5957
H -0.1282 -3.0768 -0.6476
*
```

Löwdin atomic charge list, values in e, 4 entries: number 1, C, carries -0.3072; number 2, S, carries 0.5155; number 3, O, carries -0.4572; number 4, C, carries -0.0901

Record 4
Here is 2 unconnected molecules or ions with the total composition C5H11NP at a distorted geometry from the Open Molecules 2025 dataset. Energies are from ωB97M-V/def2-TZVPD.

Frontier orbital gap (alpha / beta): 8.34 / 7.88 eV

```
! RIJCOSX wB97M-V def2-TZVPD def2/J DEFGRID3
* xyz 1 1
C 0.7849 0.2800 -3.6080
C 0.5614 1.1340 -2.5855
C 0.5263 0.6334 -1.2210
C -0.3572 0.8839 -0.3273
C 0.1927 -0.1833 1.9346
N -1.1935 0.0049 2.5798
P 0.8602 -1.7208 1.5170
H 0.6852 0.4084 -4.6295
H 0.9636 -0.7767 -3.5882
H 0.3221 2.2464 -2.8512
H 1.2937 -0.1447 -0.9536
H -1.3564 1.1124 -0.2637
H 0.7646 0.7030 2.2117
H -1.8008 -0.8751 2.6292
H -1.0956 0.3747 3.5062
H -1.5181 0.7651 1.9817
H 0.5140 -2.5251 2.7071
H -0.1471 -2.3204 0.9606
*
```

Löwdin atomic charge list, values in e, 4 entries: number 1, C, carries 0.0503; number 2, C, carries -0.1549; number 3, C, carries -0.2090; number 4, C, carries 0.1413

Record 5
Here is 2 unconnected molecules or ions with the total composition C5H11NS at a distorted geometry from the Open Molecules 2025 dataset. Energies are from ωB97M-V/def2-TZVPD.

Frontier orbital gap (alpha / beta): 8.80 / 3.89 eV
Expectation value of S²: 0.753

```
! RIJCOSX wB97M-V def2-TZVPD def2/J DEFGRID3
* xyz 1 2
C -0.9960 1.8231 0.5736
S 0.8436 1.8873 0.4645
C 1.0794 1.9460 -1.3702
H -1.2779 0.8947 0.0862
H -1.3444 2.7091 0.0225
H -1.2023 1.9312 1.6436
H 2.1452 1.7951 -1.4874
H 0.5970 1.0739 -1.8069
H 0.7610 2.9033 -1.7325
C 0.1695 -2.6610 -0.2259
C 0.9987 -1.8229 0.4497
C -1.8926 -1.7825 0.2387
N -1.1561 -2.3942 -0.6291
H 0.5742 -3.6365 -0.4083
H 0.8307 -0.7468 0.5414
H 1.8564 -2.2786 0.9312
H -2.8404 -1.3771 -0.1044
H -1.6589 -1.7217 1.2913
*
```

Löwdin atomic charge list, values in e, 4 entries: number 1, C, carries -0.2584; number 2, S, carries 1.0981; number 3, C, carries -0.2493; number 4, H, carries 0.0356

Record 6
Here is a gas-phase ion, C5H11O (charge -1) at a distorted geometry from the Open Molecules 2025 dataset. Energies are from ωB97M-V/def2-TZVPD.

Frontier orbital gap: 5.95 eV
Structure (SMILES): CCCCC[O-]

```
! RIJCOSX wB97M-V def2-TZVPD def2/J DEFGRID3
* xyz -1 1
C -0.9217 1.1585 1.9110
C -1.2743 0.5033 0.5101
C -0.2406 -0.5386 0.1135
C 1.0128 -0.0087 -0.5488
C 1.4370 -1.0825 -1.8188
O 1.8384 -0.5461 -2.9504
H -0.7178 0.2594 2.4777
H -1.8176 1.6866 2.3167
H -0.1335 1.9317 1.7903
H -2.2796 0.0747 0.6885
H -1.2687 1.2569 -0.2810
H -0.0766 -1.2358 0.9340
H -0.8101 -1.1778 -0.6262
H 0.8142 0.8300 -1.1908
H 1.8651 0.3250 0.0853
H 0.4244 -1.5812 -1.9371
H 2.1486 -1.8551 -1.4741
*
```

Löwdin atomic charge list, values in e, 4 entries: number 1, C, carries -0.1237; number 2, C, carries -0.2858; number 3, C, carries -0.3068; number 4, C, carries -0.1815

Record 7
Here is 2 unconnected molecules or ions with the total composition C5H11O2 from the Open Molecules 2025 dataset. Energies are from ωB97M-V/def2-TZVPD.

Frontier orbital gap: 8.02 eV

```
! RIJCOSX wB97M-V def2-TZVPD def2/J DEFGRID3
* xyz -1 1
C 0.1806 -1.6239 0.4198
C -1.1962 -1.3915 -0.2379
C 1.3383 -1.4410 -0.5491
H 0.2335 -2.6088 0.8790
H 0.2919 -0.8497 1.1690
H -1.6945 -0.6194 0.3334
H -1.1551 -1.0971 -1.2890
H 2.3069 -1.6518 -0.0930
H 1.4463 -0.4119 -0.8887
H -1.8071 -2.2988 -0.1474
H 1.2824 -2.0207 -1.4783
C 0.3140 2.5285 -0.0761
C -0.8215 1.9370 0.8053
O -1.9500 2.0138 0.2774
O -0.4982 1.4550 1.9138
H 0.1771 3.6145 -0.2047
H 0.2073 2.1183 -1.0855
H 1.3443 2.3474 0.2518
*
```

Löwdin atomic charge list, values in e, 4 entries: number 1, C, carries -0.3011; number 2, C, carries -0.1088; number 3, C, carries -0.1439; number 4, H, carries 0.0859

Record 8
Here is 2 unconnected molecules or ions with the total composition C5H11O2 at a distorted geometry from the Open Molecules 2025 dataset. Energies are from ωB97M-V/def2-TZVPD.

Frontier orbital gap: 7.81 eV

```
! RIJCOSX wB97M-V def2-TZVPD def2/J DEFGRID3
* xyz -1 1
C -1.1013 -2.0274 0.4810
C -2.3920 -1.2568 0.2022
C -0.6500 -1.8470 1.9565
H -1.2110 -3.0998 0.3175
H -0.2784 -1.6097 -0.0988
H -2.1473 -0.2045 0.0969
H -3.1648 -1.4272 0.9529
H 0.0223 -1.0279 2.0340
H -1.4886 -1.6115 2.6249
H -2.8199 -1.5900 -0.7496
H -0.2232 -2.7642 2.3663
C 0.4940 2.4375 -0.2114
C 1.2400 1.2232 -0.8306
O 1.8522 0.5178 0.0105
O 1.1998 1.1132 -2.0688
H 1.1595 3.2821 -0.4336
H 0.4681 2.4360 0.8827
H -0.5233 2.6709 -0.5358
*
```

Löwdin atomic charge list, values in e, 4 entries: number 1, C, carries -0.2948; number 2, C, carries -0.1298; number 3, C, carries -0.1214; number 4, H, carries 0.0854

Number 1: electronic energy -19736.5032 eV. Number 2: electronic energy -19735.4703 eV. Number 3: electronic energy -30566.4509 eV. Number 4: electronic energy -16128.7766 eV. Number 5: electronic energy -17678.0303 eV. Number 6: electronic energy -7409.4812 eV. Number 7: electronic energy -9459.8213 eV. Number 8: electronic energy -9459.6857 eV.